ORCA calculation (ωB97M-V/def2-TZVPD) on the molecule C4H5NO2 in a non-equilibrium geometry.

XYZ file:
```
12
Properties=species:S:1:pos:R:3:forces:R:3:lowdin_charge:R:1
O -0.1095 -0.5305 2.4747 -0.5 -0.4 -0.8 0.106
C -0.2065 -0.3840 1.2843 -0.6 -0.9 0.4 -0.420
N -0.8657 0.7091 0.6639 0.0 -0.2 0.1 0.061
C -0.4980 0.8291 -0.7372 0.1 0.1 -0.1 -0.133
C 0.6847 -0.1038 -0.8318 0.1 0.3 -0.4 -0.237
O 1.5606 -0.0943 0.2913 1.1 0.4 -0.6 0.009
C 0.5661 -1.1483 0.1683 0.5 0.6 0.7 -0.074
H -1.8506 0.7073 0.8795 0.0 0.3 0.1 0.136
H -0.2060 1.8449 -1.0212 -0.2 0.0 0.2 0.121
H -1.3051 0.4979 -1.4069 0.3 0.0 0.0 0.128
H 1.2923 -0.1703 -1.7191 -0.5 -0.4 -0.5 0.150
H 0.9377 -2.1571 -0.0458 -0.4 0.3 0.8 0.154
```
Forces are in eV/Å.

* ΔE to the lowest compared entry with this formula, charge and spin: 2.384 eV
* HOMO: -9.6 eV
* calculated total energy: -9811.9304 eV
* SMILES: O=C1NC[C@H]2O[C@@H]12
* net charge: 0
* maximum force: 0.0259 hartree/bohr

=====

ORCA calculation (ωB97M-V/def2-TZVPD) on the molecule N2 in a non-equilibrium geometry.

XYZ file:
```
2
Properties=species:S:1:pos:R:3:forces:R:3:lowdin_charge:R:1
N 0.7608 -0.0906 0.0827 -17.3 2.1 -1.9 0.000
N -0.7608 0.0906 -0.0827 17.3 -2.1 1.9 0.000
```
Forces are in eV/Å.

* ΔE to the lowest compared entry with this formula, charge and spin: 6.528 eV
* HOMO: -12.7 eV
* calculated total energy: -2974.5497 eV
* SMILES: N#N
* net charge: 0
* maximum force: 0.3404 hartree/bohr

=====

ORCA calculation (ωB97M-V/def2-TZVPD) on a structure of composition C4H6N2 in a non-equilibrium geometry.

XYZ file:
```
12
Properties=species:S:1:pos:R:3:forces:R:3:lowdin_charge:R:1
N -0.1564 0.1141 1.1345 2.1 2.2 -1.1 0.106
N -0.7790 1.0141 -0.0352 -2.4 0.2 0.2 0.091
C -1.0353 -0.3639 0.2273 0.2 0.2 -1.6 -0.447
C 1.0677 0.8302 0.3600 1.1 -2.7 2.3 -0.207
C -1.6886 -1.3769 -0.3006 0.0 0.0 0.4 0.076
C 1.9542 0.1943 -0.4030 -0.4 -0.1 0.3 -0.032
H -1.4268 1.6582 0.4206 -0.4 -0.3 -0.1 0.111
H 1.3012 1.7320 0.9042 -0.2 0.0 0.0 0.098
H -2.3919 -1.2141 -1.1012 0.0 0.1 0.0 0.059
H -1.5592 -2.3755 0.0850 0.0 0.0 0.1 0.058
H 1.7378 -0.7503 -0.8772 0.0 -0.2 0.1 0.045
H 2.9762 0.5377 -0.4143 -0.1 0.5 -0.6 0.042
```
Forces are in eV/Å.

* ΔE to the lowest compared entry with this formula, charge and spin: 6.001 eV
* HOMO: -8.3 eV
* calculated total energy: -7219.5896 eV
* net charge: 0
* maximum force: 0.0717 hartree/bohr

=====

ORCA calculation (ωB97M-V/def2-TZVPD) on the molecule C15H14F3N3OS in a non-equilibrium geometry.

XYZ file:
```
37
Properties=species:S:1:pos:R:3:forces:R:3:lowdin_charge:R:1
C -0.2514 -7.3997 0.3349 0.4 -1.7 -0.6 -0.131
C 0.7525 -6.2569 0.4049 -0.2 0.1 1.2 -0.266
C 0.1349 -5.0355 -0.3072 2.4 -1.2 0.3 -0.230
C 1.1520 -4.0044 -0.6324 1.0 1.9 1.4 -0.419
S 1.8637 -3.1569 0.8983 -0.4 -0.1 -0.5 1.009
C 1.0202 -1.6520 0.5065 -1.1 0.2 0.5 -0.590
C 0.5477 -0.7351 1.3624 1.8 0.3 2.9 -0.040
C -0.0706 0.5768 1.0399 2.4 -2.4 3.6 -0.347
N -0.8360 0.7380 0.0728 -2.5 2.0 -2.6 0.183
C -1.3626 2.0189 0.3322 -1.6 -0.5 -2.2 -0.227
C -2.1708 2.8088 -0.4338 -0.9 0.6 -3.7 0.009
C -2.3469 4.1687 -0.1298 -1.7 -0.5 -1.0 -0.045
C -1.9589 4.7215 1.0490 3.2 -2.4 1.9 -0.122
C -2.1160 6.1732 1.3047 -0.1 1.6 0.2 -0.505
F -1.6851 6.9941 0.2945 -1.2 -1.1 -0.3 0.113
F -3.4751 6.3798 1.5144 1.6 0.6 -0.1 0.103
F -1.3764 6.7040 2.3189 -1.1 -1.2 0.4 0.117
C -1.1832 3.8356 1.9014 -1.5 2.1 0.3 0.079
C -0.9513 2.5377 1.5228 1.1 1.4 0.2 -0.226
N -0.0248 1.6430 1.9285 1.9 -2.4 2.1 0.158
N 0.6118 -1.5921 -0.7904 1.3 -1.1 -0.7 0.118
C 0.5634 -2.8282 -1.3903 -1.4 -0.5 -0.9 -0.469
O -0.1044 -3.0936 -2.3576 0.0 0.5 -0.9 0.101
H -1.2527 -7.1014 0.6117 -0.3 0.3 -0.1 0.062
H 0.0115 -8.2036 1.0633 -0.1 0.4 -0.7 0.077
H -0.2977 -7.8568 -0.7315 0.1 0.7 1.8 0.108
H 1.7111 -6.6462 0.0340 -0.2 0.6 -0.6 0.112
H 1.0311 -6.0100 1.4642 -0.6 -0.1 -0.7 0.109
H -0.6307 -4.5810 0.2155 -1.8 0.6 1.5 0.108
H -0.2675 -5.4067 -1.1969 -0.7 -0.3 -1.7 0.105
H 1.9422 -4.4894 -1.1611 0.8 0.1 -0.5 0.114
H 0.7811 -0.9972 2.4475 -0.3 0.9 -1.4 0.120
H -2.5292 2.4637 -1.4948 0.7 0.5 2.3 0.154
H -2.9531 4.8154 -0.7604 0.2 -0.4 -0.4 0.125
H -0.8778 4.1542 2.8879 0.3 0.3 -0.1 0.119
H 0.6162 1.6147 2.7378 -1.0 0.4 -0.7 0.181
H 0.0986 -0.7609 -1.0633 -0.4 -0.3 -0.4 0.135
```
Forces are in eV/Å.

* ΔE to the lowest compared entry with this formula, charge and spin: 1.613 eV
* HOMO: -8.5 eV
* calculated total energy: -41287.5876 eV
* SMILES: CCC[C@@H]1S/C(=C/c2nc3ccc(C(F)(F)F)cc3[nH]2)NC1=O
* net charge: 0
* maximum force: 0.0958 hartree/bohr

=====

ORCA calculation (ωB97M-V/def2-TZVPD) on the molecule C7H10O2 in a non-equilibrium geometry.

XYZ file:
```
19
Properties=species:S:1:pos:R:3:forces:R:3:lowdin_charge:R:1
C -0.2238 2.9299 0.7461 -0.2 -0.7 0.0 0.165
C -0.7574 1.8556 0.6685 0.0 0.9 -0.7 -0.050
C -1.4464 0.5813 0.5909 -1.4 -0.9 3.3 -0.460
O -2.6651 0.4980 0.5032 1.5 0.3 -0.6 0.094
C -0.6009 -0.6037 1.1380 -0.5 0.7 -0.7 -0.054
C 0.3291 -0.9444 0.0086 -1.6 2.3 -2.7 -0.538
C 1.6734 -0.2555 0.0178 -0.1 -0.2 0.3 -0.027
C -0.5764 -0.2885 -1.4384 2.4 -2.3 0.2 0.002
O 0.3953 -2.3100 -0.1430 0.1 -0.5 -0.2 0.014
H 0.2727 3.8599 0.8168 0.1 0.3 0.1 0.035
H -1.2849 -1.4310 1.3173 0.0 0.0 0.1 0.133
H -0.0589 -0.3185 2.0387 -0.1 0.0 0.2 0.129
H 2.2276 -0.4826 -0.8909 0.0 0.0 -0.1 0.085
H 2.2491 -0.6111 0.8731 0.1 0.0 0.1 0.093
H 1.5459 0.8192 0.1100 0.1 0.0 -0.1 0.070
H -0.8524 0.7263 -1.7117 -0.2 0.2 1.0 0.068
H -1.3837 -1.0085 -1.5594 -0.2 0.3 0.0 0.074
H 0.1740 -0.4903 -2.2071 0.0 -0.4 -0.2 0.057
H 0.9826 -2.5262 -0.8785 0.0 0.0 0.1 0.110
```
Forces are in eV/Å.

* ΔE to the lowest compared entry with this formula, charge and spin: 3.377 eV
* HOMO: -9.7 eV
* calculated total energy: -11512.4796 eV
* SMILES: C#CC(=O)CC(C)(C)O
* net charge: 0
* maximum force: 0.0758 hartree/bohr

=====

ORCA calculation (ωB97M-V/def2-TZVPD) on the molecule C16H18N4OS.

XYZ file:
```
40
Properties=species:S:1:pos:R:3:forces:R:3:lowdin_charge:R:1
C 4.7889 -2.4795 0.9871 0.0 0.1 0.0 -0.054
C 4.2318 -1.3390 0.1879 0.1 0.1 0.0 -0.286
C 5.0632 -0.3359 -0.2905 0.1 -0.1 0.0 -0.070
C 4.5313 0.7160 -1.0163 0.0 0.0 0.0 -0.085
C 3.1751 0.7842 -1.2590 -0.1 0.0 0.0 -0.034
C 2.3196 -0.2088 -0.7800 0.3 -0.1 0.0 -0.260
N 0.9690 -0.1575 -1.1169 -0.3 0.2 -0.3 0.020
C -0.0526 -0.5748 -0.1937 0.0 0.2 -0.2 -0.105
C -0.5364 0.5990 0.6630 0.3 -0.2 0.1 -0.454
O -0.2828 1.7520 0.4150 0.0 0.2 -0.1 0.102
N -1.2993 0.2110 1.7244 -0.2 0.0 0.6 0.052
N -1.9830 1.1178 2.5359 0.4 -0.4 -0.1 0.006
C -2.6418 2.2128 2.0357 -0.2 0.2 0.0 -0.895
S -2.8121 3.5357 3.0018 0.0 0.4 0.3 0.627
N -3.1824 2.1920 0.7960 0.1 0.1 0.0 0.062
C -3.3797 1.1138 -0.0685 -0.1 -0.5 -0.3 -0.261
C -3.2083 1.3000 -1.4384 0.0 0.0 0.2 -0.020
C -3.3985 0.2446 -2.3095 -0.1 -0.1 -0.1 -0.082
C -3.7689 -1.0016 -1.8291 0.0 0.0 -0.1 -0.098
C -3.9712 -1.1810 -0.4705 0.0 0.0 0.0 -0.085
C -3.7857 -0.1307 0.4098 -0.1 0.1 -0.1 -0.044
C 2.8696 -1.2700 -0.0648 -0.1 0.1 0.0 0.002
H 4.2490 -3.4011 0.7796 0.0 -0.1 0.0 0.075
H 4.6971 -2.2682 2.0533 0.0 -0.1 0.1 0.083
H 5.8421 -2.6306 0.7635 0.1 -0.1 0.0 0.074
H 6.1249 -0.3797 -0.0982 0.1 0.0 0.0 0.104
H 5.1803 1.4943 -1.3903 0.0 0.1 0.0 0.103
H 2.7628 1.6111 -1.8192 -0.1 0.1 -0.1 0.109
H 0.7250 0.7339 -1.5362 0.0 -0.1 0.1 0.122
H -0.9176 -0.9484 -0.7586 0.0 0.0 0.2 0.121
H 0.3149 -1.3748 0.4487 -0.1 0.0 -0.1 0.113
H -1.5915 -0.7541 1.8098 0.0 0.3 -0.1 0.147
H -1.5129 1.3395 3.4107 -0.1 0.0 -0.3 0.122
H -3.4123 3.1098 0.4388 0.0 -0.1 0.2 0.134
H -2.9136 2.2708 -1.8073 0.1 0.1 0.0 0.119
H -3.2542 0.3940 -3.3687 0.0 0.0 -0.1 0.106
H -3.9123 -1.8250 -2.5116 0.0 -0.1 -0.1 0.102
H -4.2874 -2.1423 -0.0932 0.0 -0.1 0.0 0.105
H -3.9795 -0.2584 1.4646 0.0 0.0 0.1 0.118
H 2.2393 -2.0711 0.2949 -0.1 -0.1 0.0 0.105
```
Forces are in eV/Å.

* ΔE to the lowest compared entry with this formula, charge and spin: 0.764 eV
* HOMO: -8.0 eV
* calculated total energy: -35727.4300 eV
* SMILES: Cc1cccc(NCC(=O)NNC(=S)Nc2ccccc2)c1
* net charge: 0
* maximum force: 0.0119 hartree/bohr

=====

ORCA calculation (ωB97M-V/def2-TZVPD) on a structure of composition C38H30F3N5SbW in a non-equilibrium geometry.

XYZ file:
```
78
Properties=species:S:1:pos:R:3:forces:R:3:lowdin_charge:R:1
W 0.2580 0.4572 -0.7393 0.0 0.5 1.2 1.422
C 4.0476 5.4702 -2.2898 0.0 -0.1 0.0 0.000
C 3.0295 4.5288 -1.7287 0.1 0.1 0.0 -0.187
C 1.6609 4.7075 -1.9909 0.1 0.0 0.0 0.023
C 0.7346 3.8566 -1.4522 -0.1 0.0 0.0 0.020
C 1.1240 2.7668 -0.6410 -0.4 0.2 0.3 -0.258
N 0.0884 2.1083 0.1348 0.2 -0.3 -0.5 -0.116
C -0.9489 2.8767 0.7109 0.4 -0.2 -0.1 -0.219
C -0.6189 3.9874 1.4780 0.0 0.1 0.1 0.019
C -1.6110 4.7655 2.0331 0.0 0.0 0.0 0.016
C -2.9560 4.4747 1.7967 -0.1 0.1 0.0 -0.214
C -4.0527 5.3193 2.3806 0.1 -0.1 0.0 -0.009
C -3.2695 3.3809 0.9934 0.0 0.0 0.0 0.050
C -2.2828 2.5602 0.4701 -0.2 -0.2 -0.2 -0.091
N -2.6710 1.4654 -0.3867 0.2 0.1 0.0 -0.027
C -3.9324 1.0924 -0.6692 0.0 0.1 0.0 0.015
C -3.9153 0.2134 -1.7284 -0.1 0.0 0.0 0.002
C -2.5785 0.0740 -2.0473 0.1 0.1 -0.2 -0.124
N -1.8065 0.8216 -1.2406 -0.1 -0.1 0.1 -0.119
C 2.5069 2.5452 -0.4505 0.1 -0.2 0.1 -0.124
C 3.4299 3.4148 -0.9827 0.1 0.1 -0.2 0.064
N 2.9564 1.3604 0.1811 -0.2 0.0 0.0 -0.060
C 4.1288 1.0960 0.7899 0.0 0.2 0.0 0.019
C 4.2349 -0.2659 0.9333 0.0 -0.1 0.0 0.029
C 3.0749 -0.7825 0.3639 0.0 0.0 0.0 -0.075
N 2.2878 0.1976 -0.0862 0.3 0.1 0.0 -0.096
H 3.6056 6.4271 -2.5575 0.0 0.0 0.0 0.099
H 4.4787 5.0382 -3.1979 0.0 0.0 0.0 0.116
H 4.8645 5.6352 -1.5883 0.0 0.0 0.0 0.103
H 1.3390 5.5365 -2.6075 0.0 0.0 0.0 0.141
H -0.3235 4.0325 -1.6055 0.0 0.0 0.0 0.140
H 0.4252 4.2197 1.6489 0.0 0.0 0.0 0.138
H -1.3459 5.6168 2.6464 0.0 0.0 0.0 0.137
H -3.6819 6.2956 2.6840 0.0 0.0 0.0 0.094
H -4.4688 4.8305 3.2640 0.0 0.0 0.0 0.107
H -4.8652 5.4610 1.6691 0.0 0.0 0.0 0.097
H -4.3102 3.2014 0.7671 0.0 0.0 0.0 0.122
H -4.7691 1.4790 -0.1145 0.0 0.0 0.0 0.144
H -4.7639 -0.2531 -2.1991 0.0 0.0 0.0 0.134
H -2.1241 -0.5294 -2.8193 0.0 0.0 0.0 0.129
H 4.4874 3.2086 -0.8722 0.0 0.0 0.0 0.141
H 4.7990 1.8904 1.0788 0.0 0.0 0.0 0.155
H 5.0473 -0.8116 1.3818 0.0 0.0 0.0 0.132
H 2.7745 -1.8071 0.2523 0.0 -0.1 0.0 0.089
F -4.7939 -6.3084 -0.2454 0.0 0.0 0.0 0.129
C -3.8886 -5.3560 -0.0834 -0.1 -0.1 0.0 -0.256
C -2.8701 -5.5542 0.8284 0.1 0.0 0.1 0.038
C -1.9206 -4.5562 0.9951 -0.1 -0.1 0.0 -0.095
C -2.0148 -3.3892 0.2401 -0.2 0.1 0.1 -0.372
C -3.0570 -3.2050 -0.6661 0.0 -0.1 0.0 -0.108
C -4.0053 -4.1975 -0.8348 0.0 0.1 0.0 0.030
Sb -0.4062 -2.0598 0.3931 0.1 0.0 -0.7 1.559
C 0.6563 -2.8178 2.0125 0.1 0.0 0.2 -0.423
C 1.7888 -3.6169 1.8645 0.0 -0.1 0.1 -0.125
C 2.3911 -4.1778 2.9797 0.0 0.0 -0.1 0.034
C 1.8417 -3.9264 4.2253 0.1 -0.1 0.1 -0.257
F 2.4168 -4.4612 5.2908 0.0 0.0 0.0 0.129
C 0.7112 -3.1476 4.3990 -0.1 0.1 0.0 0.033
C 0.1144 -2.5910 3.2793 0.1 0.0 0.1 -0.116
C 0.6651 -2.5616 -1.3835 0.1 0.0 -0.2 -0.387
C 0.7828 -1.5898 -2.3831 0.0 -0.1 0.1 -0.237
C 1.4382 -1.7856 -3.5885 0.0 -0.1 0.1 0.039
C 2.0017 -3.0333 -3.7843 0.1 -0.1 -0.1 -0.249
F 2.6435 -3.2668 -4.9150 0.0 0.0 0.0 0.139
C 1.9006 -4.0500 -2.8448 0.0 0.0 0.1 0.059
C 1.2363 -3.8097 -1.6516 0.0 0.0 0.0 -0.077
H -2.8309 -6.4723 1.3988 0.0 0.0 0.0 0.141
H -1.1277 -4.7044 1.7166 0.0 0.0 0.0 0.102
H -3.1454 -2.2980 -1.2447 0.0 0.0 0.0 0.066
H -4.8278 -4.0938 -1.5295 0.0 0.0 0.0 0.136
H 2.2015 -3.8474 0.8903 0.0 0.0 0.0 0.087
H 3.2621 -4.8141 2.8990 0.0 0.0 0.0 0.139
H 0.3136 -2.9934 5.3930 0.0 0.0 0.0 0.140
H -0.7775 -1.9890 3.4152 0.0 0.0 0.0 0.110
H 0.2396 -0.6201 -2.3606 -0.3 -0.1 -0.6 0.006
H 1.5051 -1.0324 -4.3614 0.0 0.0 0.0 0.143
H 2.3314 -5.0177 -3.0681 0.0 0.0 0.0 0.147
H 1.1364 -4.6194 -0.9388 0.0 0.0 0.0 0.117
```
Forces are in eV/Å.

* ΔE to the lowest compared entry with this formula, charge and spin: 0.930 eV
* 2S+1: 3
* HOMO (spin up / spin down): -16.3 / -16.3 eV
* calculated total energy: -63830.6567 eV
* net charge: +3
* maximum force: 0.0262 hartree/bohr

=====

ORCA calculation (ωB97M-V/def2-TZVPD) on a structure of composition C14H22I2InNO3P2S2 in a non-equilibrium geometry.

XYZ file:
```
47
Properties=species:S:1:pos:R:3:forces:R:3:lowdin_charge:R:1
I 3.7757 0.6107 1.1779 -0.3 -0.5 -1.0 0.349
I -0.9292 -1.7568 -2.7410 -0.1 2.1 1.4 0.712
In 2.2369 -0.3762 -0.9880 -0.4 1.2 2.4 0.279
P 1.2724 1.9931 -1.6681 0.7 0.6 -1.1 0.666
C 0.2142 3.1140 -0.6638 -0.1 0.1 0.8 -0.226
C 2.8794 2.8421 -1.7551 0.0 0.1 -0.1 -0.275
H 2.7756 3.7663 -2.3294 0.0 0.0 0.1 0.073
H 0.7381 3.0161 -3.7894 0.0 -0.2 0.1 0.077
H 3.6301 2.2122 -2.2366 -0.1 0.0 -0.1 0.053
H 1.1665 1.2914 -3.9817 0.1 0.2 0.0 0.060
H 0.6062 3.1301 0.3715 0.0 0.1 -0.5 0.070
H 3.2559 3.0579 -0.7537 -0.1 0.0 0.0 0.022
C 0.6170 2.0102 -3.3670 0.0 0.0 -0.2 -0.250
H 0.2348 4.1584 -1.0531 0.2 -0.8 0.0 0.101
H -0.4362 1.7226 -3.4357 0.2 0.2 0.2 0.037
H -0.8442 2.7879 -0.5888 0.7 0.4 -0.4 0.022
P 2.0617 -2.8141 -0.3400 1.1 -1.5 -0.2 0.719
C 1.2022 -3.3737 1.1617 -0.4 0.6 0.2 -0.195
C 1.6219 -3.9459 -1.6879 -0.3 0.2 -0.3 -0.290
H 4.4060 -2.5856 -0.8635 0.0 -0.2 0.1 0.049
H 4.0953 -4.1588 -0.0823 -0.2 0.3 0.1 0.077
H 4.1715 -2.6286 0.8788 -0.1 -0.2 -0.1 0.035
C 3.8491 -3.0885 -0.0620 0.1 0.1 -0.1 -0.266
H 1.9839 -3.5169 -2.6262 0.1 -0.2 0.0 0.049
H 2.0526 -4.9452 -1.5441 -0.1 0.3 0.1 0.080
H 1.4411 -4.4246 1.3926 0.1 0.3 -0.4 0.092
H 0.1175 -3.2763 1.0229 0.2 -0.1 0.0 0.068
H 0.5309 -3.9992 -1.7778 0.3 -0.2 0.2 -0.021
H 1.4895 -2.7477 2.0161 0.0 -0.1 -0.2 0.067
C 0.3587 -0.1417 0.7058 1.8 -1.4 4.5 -0.425
O -0.0201 -0.2907 1.8004 0.2 0.6 -3.3 0.104
O -3.9552 -2.2102 1.0264 -0.2 2.7 -0.8 -0.273
S -4.2193 -0.8662 0.4852 -1.0 -2.2 0.9 0.685
O -5.4566 -0.5926 -0.1837 0.6 0.0 0.6 -0.235
N -3.0019 -0.5021 -0.5686 0.6 1.9 0.7 -0.155
C -2.3013 0.5347 -0.1196 -2.3 -3.3 -0.9 -0.595
S -0.8701 0.4334 -1.0054 -0.7 -0.5 -3.1 0.602
C -2.6556 1.1344 1.1711 -0.1 -0.3 0.1 -0.207
C -2.0051 2.0777 1.9541 -0.4 0.1 -0.1 -0.019
C -2.4858 2.3281 3.2396 -0.1 -0.3 -0.2 -0.020
C -3.5594 1.5752 3.7256 -0.3 -0.1 0.1 -0.004
C -4.1988 0.5788 2.9525 0.3 0.6 -0.1 0.016
C -3.7416 0.4048 1.6645 0.0 -0.1 0.4 -0.192
H -1.1693 2.6271 1.5530 0.1 0.1 0.2 0.088
H -2.0116 3.1013 3.8503 -0.2 -0.4 -0.1 0.129
H -3.9104 1.7678 4.7405 0.1 -0.1 -0.3 0.128
H -5.0130 -0.0344 3.3220 0.1 0.2 0.2 0.139
```
Forces are in eV/Å.

* ΔE to the lowest compared entry with this formula, charge and spin: 2.498 eV
* HOMO (spin up / spin down): -14.8 / -14.8 eV
* calculated total energy: -84112.1507 eV
* net charge: +2
* maximum force: 0.0988 hartree/bohr